# 1
This record from OMol25 describes a structure of composition C25H47Cl2NO3PbSi2. The level of theory is the ωB97M-V functional and the def2-TZVPD basis.

```
! wB97M-V def2-TZVPD RIJCOSX def2/J DEFGRID3
* xyz 0 1
O -0.38906 3.02799 -0.86249
O 2.08575 3.03819 -1.34422
C -1.72198 2.98582 -1.39811
C -2.65638 2.00719 -0.71953
H -1.57678 2.72516 -2.45277
H -2.13677 4.00449 -1.35984
H -2.16827 1.06983 -0.43698
H -3.47272 1.77006 -1.40627
H -3.10428 2.44746 0.17698
C -0.32443 3.24856 0.57370
C -0.42330 4.70893 0.92647
H 0.63525 2.82165 0.89614
H -1.11465 2.66303 1.07395
H 0.37031 5.28538 0.43948
H -0.31500 4.82110 2.01072
H -1.39955 5.11599 0.63698
C 3.42935 3.10949 -0.82987
C 1.88170 3.78345 -2.56480
C 3.36245 3.03839 0.67402
H 3.88018 4.06419 -1.14603
H 4.02041 2.28228 -1.26007
H 2.76757 3.86586 1.07645
H 4.36312 3.13294 1.10269
H 2.92690 2.10062 1.02870
C 1.69110 5.25290 -2.30077
H 0.99833 3.34517 -3.04389
H 2.74949 3.61643 -3.22474
H 0.79560 5.43098 -1.69664
H 1.55371 5.76083 -3.25834
H 2.55897 5.69638 -1.80089
H 1.13737 1.88609 -1.08107
Pb 0.66133 -1.71888 0.30620
C 0.99910 0.64028 -0.90439
Si 1.38404 -0.14734 -2.58953
H 1.74628 0.49969 -0.11069
H -0.03408 0.59007 -0.54500
C 0.15210 0.55984 -3.82276
C 1.30531 -2.03136 -2.73425
C 3.15638 0.30135 -3.02319
C -1.46528 -2.15715 -0.58916
Si -1.98014 -3.95004 -0.43378
H -1.47241 -1.77108 -1.62265
H -2.14733 -1.51053 -0.00883
C -0.93765 -5.06871 -1.53036
C -3.78156 -4.15659 -0.93372
C -1.77705 -4.51520 1.34630
H 3.52665 -0.34984 -3.82942
H 3.81402 0.15722 -2.15407
H 3.26643 1.34207 -3.35820
H -0.68298 -0.14128 -3.97300
H 0.63630 0.71434 -4.79682
H -0.27269 1.51825 -3.49825
H 0.29998 -2.43585 -2.56050
H 2.01096 -2.52741 -2.04736
H 1.60265 -2.31613 -3.75554
H -3.98346 -3.62745 -1.87479
H -4.45471 -3.75028 -0.16678
H -4.03808 -5.21515 -1.08077
H -2.17270 -3.77502 2.05711
H -0.72735 -4.70881 1.61203
H -2.33574 -5.45201 1.49886
H -1.33350 -6.09476 -1.48309
H 0.11450 -5.10483 -1.21436
H -0.97061 -4.74860 -2.58078
Cl -3.34249 0.48910 2.57663
C -2.30890 -0.54721 3.45966
C -2.68500 -1.07146 4.69384
C -1.85973 -1.95808 5.38754
Cl -2.37845 -2.55286 6.90815
C -0.61806 -2.40541 4.84146
C 0.24372 -3.35918 5.43496
C 1.32764 -3.84113 4.72324
C 1.54170 -3.39891 3.40801
N 0.76962 -2.46279 2.83700
C -0.25226 -1.91535 3.55035
C -1.05293 -0.89645 2.88549
O -0.68997 -0.39935 1.75268
H -3.63833 -0.77340 5.11615
H 0.04086 -3.70464 6.44535
H 2.02170 -4.56556 5.14317
H 2.36776 -3.79296 2.80891
*
```

Its maximum force is 0.072 Eh/bohr. The value obtained for the energy relative to the best compared isomer or geometry (same formula, charge and spin) is 16.3 kcal per mole. The energy is -2953.4711 hartree. The HOMO-LUMO gap comes out at 7.09 eV. Its LUMO energy is 0.04 eV. The highest occupied orbital energy comes out at -7.06 eV.

Löwdin population analysis, charges in e, atoms 1 to 5: -0.256, -0.277, -0.240, -0.079, 0.100


# 2
This record from OMol25 describes a structure of composition C25H47ClINO3Si2Sn. The level of theory is the ωB97M-V functional and the def2-TZVPD basis.

```
! wB97M-V def2-TZVPD RIJCOSX def2/J DEFGRID3
* xyz 0 1
O 2.16688 2.92910 2.13194
O 3.91888 3.71789 0.24470
C 0.81777 3.18063 2.52441
C -0.00953 2.01235 3.03851
H 0.32409 3.65167 1.65583
H 0.88581 3.96607 3.29052
H -0.24227 1.29948 2.24075
H -0.95569 2.42125 3.41206
H 0.47729 1.49822 3.87678
C 2.66189 1.58725 2.03758
C 3.84622 1.39534 2.94957
H 2.95665 1.44001 0.99089
H 1.88029 0.84492 2.25613
H 4.72936 1.91880 2.56525
H 4.09821 0.32753 3.00776
H 3.63038 1.75464 3.95982
C 4.97837 3.43880 -0.70066
C 4.09180 4.91482 1.03825
C 5.71562 2.19050 -0.28338
H 5.65947 4.30822 -0.75474
H 4.48883 3.29728 -1.67662
H 6.23540 2.34692 0.66864
H 6.45587 1.95623 -1.05071
H 5.04320 1.33124 -0.18656
C 5.30481 4.83243 1.92530
H 3.17127 4.99389 1.63538
H 4.14560 5.78653 0.35656
H 5.27621 3.93314 2.55139
H 5.30954 5.70767 2.58015
H 6.22585 4.84236 1.33279
H 2.30169 3.19057 -0.11043
Sn -0.13361 0.67565 -1.69413
C 1.48258 3.09333 -0.92812
Si 1.25714 4.77412 -1.81963
H 1.82320 2.32294 -1.64581
H 0.56118 2.82083 -0.39628
C 0.82025 6.02603 -0.48854
C -0.09709 4.71654 -3.12063
C 2.81892 5.33516 -2.72730
C -1.79354 1.93805 -0.83952
Si -3.40902 1.20990 -1.47890
H -1.65283 2.99765 -1.11301
H -1.73109 1.86981 0.25943
C -3.92937 2.30068 -2.92375
C -4.69795 1.19509 -0.10601
C -3.27255 -0.56693 -2.10654
H 2.65008 6.32117 -3.19043
H 3.07430 4.63174 -3.53356
H 3.69211 5.42569 -2.06412
H -0.20288 5.85344 -0.13022
H 0.87020 7.05291 -0.87552
H 1.49174 5.96443 0.37696
H -0.92318 4.05256 -2.84032
H 0.30694 4.37163 -4.08253
H -0.50929 5.72351 -3.28417
H -4.67952 2.14320 0.44756
H -4.51011 0.37912 0.60950
H -5.71443 1.06084 -0.50471
H -3.27887 -1.28811 -1.27584
H -2.39054 -0.77808 -2.73096
H -4.16378 -0.76348 -2.72500
H -4.91431 2.01147 -3.31736
H -3.20418 2.23521 -3.74824
H -3.98949 3.35136 -2.60653
Cl 0.63441 -6.14758 0.70402
C 0.27291 -4.48812 0.52049
C -0.87696 -3.95929 1.09998
C -1.21247 -2.60987 0.94537
I -2.93634 -1.88246 1.89379
C -0.40811 -1.77156 0.14189
O -0.72880 -0.50948 -0.04670
C 0.75924 -2.31277 -0.49331
N 1.46649 -1.47877 -1.30754
C 2.65062 -1.90135 -1.76015
C 3.14299 -3.20113 -1.52913
C 2.39125 -4.09159 -0.78976
C 1.15815 -3.67410 -0.24508
H -1.51966 -4.59309 1.69226
H 3.25666 -1.20161 -2.33634
H 4.10468 -3.46605 -1.95785
H 2.74314 -5.10159 -0.60915
*
```

Its maximum force is 0.045 Eh/bohr. The value obtained for the energy relative to the best compared isomer or geometry (same formula, charge and spin) is 0.0 kcal per mole. The energy is -2812.4414 hartree. The HOMO-LUMO gap comes out at 7.08 eV. Its LUMO energy is -0.39 eV. The highest occupied orbital energy comes out at -7.48 eV.

Löwdin population analysis, charges in e, atoms 1 to 5: -0.204, -0.272, -0.250, -0.077, 0.100


# 3
This record from OMol25 describes a structure of composition C25H48Br2Cl4F5LiMgN3O18PS2. The level of theory is the ωB97M-V functional and the def2-TZVPD basis.

```
! wB97M-V def2-TZVPD RIJCOSX def2/J DEFGRID3
* xyz -2 1
C -1.66050 3.38682 0.41716
C -0.64990 2.25887 0.15487
C -1.18322 1.30535 -0.88985
C -2.38505 0.53386 -0.33498
N -2.03257 -0.80908 0.20216
C -2.98176 -1.20928 1.14663
C -2.94994 -0.89451 2.47914
C -1.90239 -0.09716 3.17936
C -0.50396 -0.57519 2.76092
P 0.80484 -0.01765 3.84958
O 0.82553 1.44924 3.85529
O 2.15665 -0.63076 3.35858
C 2.58956 -0.20787 2.01934
C 4.01098 0.27504 2.08337
O 0.58272 -0.52421 5.39547
C 0.44102 -2.03120 5.54308
C 1.70108 -2.86804 5.43674
N -4.12144 -1.42108 3.06422
C -4.41096 -1.23550 4.50360
C -5.08150 -2.38606 5.21576
O -6.49972 -2.21275 5.35858
C -4.83925 -2.02171 2.13659
Br -6.47130 -2.84070 2.32973
N -4.19472 -1.94393 0.92871
S -4.67048 -2.54276 -0.55297
O -6.07580 -2.53009 -0.71136
O -3.90960 -1.87921 -1.55295
C -4.15306 -4.31972 -0.51963
F -4.75588 -4.93294 -1.51895
F -4.60321 -4.80518 0.65146
C -2.64091 -4.63200 -0.54202
F -2.54753 -5.95357 -0.52263
F -2.06405 -4.15420 0.55173
F -2.02331 -4.17610 -1.59077
H -2.46331 3.50025 -0.39337
H -2.19793 3.13080 1.32121
H -1.16675 4.33424 0.51920
H 0.26393 2.69304 -0.22585
H -0.48793 1.70160 1.07007
H -1.53307 1.92787 -1.72069
H -0.41462 0.67258 -1.32876
H -3.18007 0.43765 -1.08471
H -2.78073 1.11184 0.49177
H -1.98701 -1.46214 -0.57175
H -1.98761 -0.16037 4.26039
H -2.06419 0.94514 2.91850
H -0.24667 -0.12544 1.81884
H -0.52617 -1.65665 2.68031
H 1.93557 0.55162 1.61294
H 2.54402 -1.09711 1.40372
H 4.55172 -0.19638 2.89414
H 4.06289 1.34973 2.20424
H 4.52490 0.02676 1.16307
H -0.00535 -2.15137 6.52837
H -0.30338 -2.37950 4.83894
H 1.74421 -3.56915 6.25666
H 2.58858 -2.24959 5.46572
H 1.70800 -3.39302 4.48994
H -4.91799 -0.28926 4.65009
H -3.44512 -1.12255 4.99120
H -4.66871 -2.47038 6.21480
H -4.94216 -3.31773 4.67835
H -6.71419 -1.27981 5.32299
Cl -3.22274 5.29222 -1.09942
Li -3.25805 2.65440 -1.92441
C 4.47693 0.84267 -1.73550
C 3.12508 0.23150 -1.90676
O 2.17706 0.48069 -1.18501
C 2.96547 -0.75552 -3.03787
H 4.45814 1.52488 -0.88898
H 5.21666 0.06146 -1.54985
H 4.77232 1.40293 -2.62354
H 3.64708 -1.59584 -2.89359
H 3.16234 -0.28846 -4.00590
H 1.93342 -1.13433 -3.01511
C 1.76694 1.19361 -9.90204
O 2.80194 1.95158 -9.27203
C 2.41177 2.49613 -8.02897
C 2.93021 1.67855 -6.86441
O 2.33194 0.38065 -6.84681
C 3.17487 -0.61478 -7.38900
H 2.22914 0.62675 -10.71118
H 1.30950 0.48986 -9.19836
H 0.99695 1.85579 -10.32611
H 1.32294 2.58916 -7.97661
H 2.83755 3.50263 -7.96351
H 2.65624 2.17645 -5.92860
H 4.02043 1.60236 -6.89395
H 3.96835 -0.88220 -6.67821
H 3.62824 -0.28892 -8.32706
H 2.56381 -1.49771 -7.58136
O 7.42458 4.32078 -2.25142
Cl 7.56054 3.16591 -3.10300
O 6.30519 2.42416 -3.09832
O 8.60499 2.30436 -2.59830
O 7.86695 3.57394 -4.44920
Mg 0.19884 -1.96370 -3.67316
O -0.26026 3.40950 -11.29465
H -0.11889 4.34412 -11.10194
Br 2.09035 0.08088 6.73305
O -2.68456 -1.54394 6.96461
S -2.07272 -2.13976 8.19061
O -0.90706 -2.98329 7.77103
O -3.06539 -2.94259 8.90708
O -1.55028 -1.05039 9.04236
C -0.23556 4.36743 3.98823
Cl 0.70873 5.23618 2.77278
Cl -1.97881 4.46079 3.66207
H 0.06464 3.32599 3.97957
H -0.04701 4.81371 4.95650
*
```

Its maximum force is 0.045 Eh/bohr. The value obtained for the energy relative to the best compared isomer or geometry (same formula, charge and spin) is 0.0 kcal per mole. The energy is -11332.9311 hartree. The HOMO-LUMO gap comes out at 0.78 eV. Its LUMO energy is -1.33 eV. The highest occupied orbital energy comes out at -2.11 eV.

Löwdin population analysis, charges in e, atoms 1 to 5: -0.233, -0.228, -0.205, -0.189, 0.075